[1]
C52H47AsN4O4P2S2Tc | ωB97M-V/def2-TZVPD

```
113
Properties=species:S:1:pos:R:3:forces:R:3:lowdin_spin:R:1
Tc 0.259685 -0.698069 -0.385522 -0.7 -0.2 0.0 1.755
O 0.964324 -0.932791 1.478606 -0.2 0.3 0.2 0.127
N 1.607085 -1.744162 2.310424 0.2 -0.2 -0.1 0.039
C 2.618978 -1.171422 3.005924 -0.1 0.2 0.0 0.004
C 3.309187 -1.866862 3.954555 0.0 -0.1 0.0 0.026
C 2.954838 -3.194963 4.204494 0.0 0.1 0.1 0.006
C 1.951682 -3.771889 3.468998 0.0 0.0 -0.1 0.035
C 1.248760 -3.051437 2.486753 0.1 0.2 0.0 0.047
S -0.025174 -3.765339 1.612137 -0.1 0.0 -0.2 0.473
H 2.803725 -0.136044 2.760892 0.0 0.0 0.0 0.000
H 4.119643 -1.382602 4.479211 0.0 0.0 0.0 0.001
H 3.470331 -3.760099 4.969826 0.0 0.0 -0.1 0.000
H 1.663638 -4.802535 3.617337 0.0 0.0 0.0 0.003
S 0.757594 -2.914379 -0.958457 0.0 0.1 0.4 0.298
C 2.511924 -3.146474 -0.955479 0.0 0.0 0.0 0.014
C 2.989506 -4.455956 -1.004689 0.0 0.0 0.0 0.021
C 4.351404 -4.688139 -1.088141 0.0 0.0 0.0 -0.003
C 5.236910 -3.619497 -1.168784 0.0 0.0 0.0 0.027
C 4.758702 -2.320547 -1.120293 0.0 0.1 0.0 -0.003
C 3.397897 -2.070957 -0.967011 -0.1 0.0 0.1 0.021
As 2.616338 -0.292931 -0.952989 0.4 -0.1 -0.1 -0.015
C 3.265133 0.308002 -2.668508 -0.2 0.0 -0.1 0.001
C 2.983402 -0.499556 -3.768395 0.0 0.0 0.0 -0.001
C 3.401999 -0.111406 -5.032425 0.0 0.0 0.0 0.000
C 4.093593 1.083351 -5.194476 0.0 0.0 0.0 -0.001
C 4.364957 1.887977 -4.096559 0.0 0.0 -0.1 0.000
C 3.948507 1.503721 -2.829565 0.0 0.0 0.1 -0.001
C 3.518678 0.780489 0.369064 0.0 0.0 0.0 -0.005
C 2.819432 1.897602 0.822071 -0.1 0.0 0.0 -0.001
C 3.381338 2.718291 1.788713 0.0 0.0 0.0 0.000
C 4.634523 2.420537 2.310212 0.0 0.0 0.0 0.000
C 5.324073 1.299083 1.868689 0.0 0.0 0.0 0.000
C 4.768924 0.477393 0.896201 0.0 0.0 0.0 -0.001
H 2.284564 -5.278486 -0.986774 0.0 0.0 0.0 0.000
H 4.722670 -5.704415 -1.115212 0.0 0.0 0.0 -0.001
H 6.296950 -3.800366 -1.285995 0.0 0.0 0.0 0.001
H 5.448209 -1.493161 -1.230402 0.0 0.0 0.0 -0.001
H 2.456787 -1.438294 -3.628860 0.0 0.0 0.0 0.001
H 3.204314 -0.746266 -5.887119 0.0 0.0 0.0 0.000
H 4.431385 1.379581 -6.179273 0.0 0.0 0.0 0.000
H 4.904362 2.816609 -4.229937 0.0 0.0 0.0 0.000
H 4.153289 2.129492 -1.969792 0.0 0.0 0.0 0.000
H 1.831025 2.105178 0.424503 0.0 0.0 0.0 0.000
H 2.848074 3.594919 2.135497 0.0 0.0 0.0 0.000
H 5.075328 3.064026 3.061105 0.0 0.0 0.0 0.000
H 6.299685 1.063922 2.273940 0.0 0.0 0.0 0.000
H 5.302309 -0.405820 0.577883 0.1 0.0 0.0 0.000
O -1.760013 -1.275840 0.384115 0.4 0.0 -0.3 0.017
P -2.439735 -0.780746 1.645148 -0.1 0.3 0.3 0.002
C -3.188817 0.863355 1.321058 0.3 -0.1 -0.1 0.000
P -2.166480 1.780676 0.106156 -0.2 0.0 -0.1 0.003
O -0.753599 1.264203 0.009288 0.5 -0.3 0.4 0.018
C -2.131786 3.499188 0.584695 0.0 -0.1 0.0 0.000
C -0.928389 4.191433 0.466859 0.0 0.0 0.0 0.000
C -0.882578 5.537518 0.800787 0.0 0.0 0.0 0.000
C -2.028601 6.180318 1.249049 0.0 0.0 0.0 0.000
C -3.226549 5.485837 1.374608 0.0 0.0 0.0 0.000
C -3.283367 4.143823 1.038793 0.1 0.0 0.0 0.000
C -3.107918 1.645170 -1.431233 0.0 0.1 0.1 0.001
C -3.601168 0.404837 -1.842456 0.0 0.0 0.0 0.000
C -4.377615 0.314595 -2.987609 0.0 0.0 0.0 0.000
C -4.666821 1.456916 -3.725965 0.0 0.0 0.0 0.000
C -4.171530 2.689894 -3.326070 0.0 0.0 -0.1 0.000
C -3.393237 2.786746 -2.180556 0.1 0.0 0.1 0.000
C -1.445560 -0.505021 3.131807 0.0 -0.1 -0.1 0.001
C -0.727787 0.677492 3.326097 0.0 0.0 0.0 0.000
C -0.002005 0.866597 4.489632 0.0 0.0 0.0 0.000
C 0.003112 -0.112504 5.477550 0.0 0.0 -0.1 0.001
C -0.710433 -1.286961 5.292473 0.0 0.0 0.0 0.000
C -1.429343 -1.487129 4.121794 0.0 0.0 0.0 0.003
C -3.754997 -1.884793 2.132207 0.0 0.0 0.0 0.000
C -4.668136 -1.481235 3.108453 0.0 0.0 -0.1 0.000
C -5.642568 -2.363775 3.540390 0.0 0.0 0.0 0.000
C -5.701041 -3.646565 3.006100 0.0 0.0 0.0 0.000
C -4.798881 -4.044622 2.030338 0.0 0.0 0.0 0.000
C -3.821639 -3.163361 1.588541 0.0 0.0 0.0 0.000
H -3.266325 1.415701 2.257132 0.0 0.1 0.0 0.000
H -4.184997 0.729629 0.899849 0.0 0.0 0.0 0.000
H -0.046831 3.672285 0.108959 0.0 0.0 0.0 0.000
H 0.045593 6.086112 0.709405 0.0 0.0 0.0 0.000
H -1.989548 7.232563 1.499573 0.0 0.0 0.0 0.000
H -4.111509 5.993052 1.735180 0.0 0.0 0.0 0.000
H -4.218877 3.600826 1.123220 0.0 0.0 0.0 0.000
H -3.388920 -0.487071 -1.263694 0.0 0.0 0.0 0.000
H -4.774241 -0.645880 -3.293276 0.0 0.0 0.0 0.000
H -5.291834 1.387167 -4.607795 0.0 0.0 0.0 0.000
H -4.409744 3.579155 -3.895714 0.0 0.0 0.0 0.000
H -3.021165 3.751991 -1.857113 0.0 0.0 0.0 0.000
H -0.717597 1.452675 2.570715 0.0 0.0 -0.1 0.000
H 0.557779 1.782973 4.631997 0.0 0.0 0.0 0.000
H 0.559769 0.045073 6.392639 0.0 0.0 0.0 0.000
H -0.718635 -2.044814 6.066034 0.0 0.0 0.0 0.000
H -1.987079 -2.405851 3.985960 0.0 0.0 0.0 0.002
H -4.613722 -0.484069 3.532251 0.0 0.0 0.0 0.000
H -6.353393 -2.055955 4.295617 0.0 0.0 0.0 0.000
H -6.455157 -4.338662 3.357783 0.0 0.0 0.0 0.000
H -4.852507 -5.041999 1.614797 0.0 0.0 0.0 0.000
H -3.108523 -3.458177 0.829310 0.0 0.0 0.0 0.000
C -1.770532 -0.089990 -5.632468 0.1 -0.1 0.0 0.001
N -1.108962 0.231008 -4.379907 -0.1 0.1 -0.2 0.007
C -0.514247 1.516013 -4.070717 0.0 0.0 0.0 0.001
C 0.145367 1.244640 -2.730546 -0.1 0.0 -0.1 0.008
O 0.811931 2.026895 -2.107715 0.0 -0.1 0.0 0.010
N -0.154297 -0.078695 -2.369411 -0.2 0.2 0.2 0.034
C -0.858529 -0.616768 -3.390920 0.3 -0.2 0.0 0.011
N -1.224946 -1.890978 -3.408524 -0.2 0.0 0.1 0.009
H -1.970102 0.836987 -6.162610 0.0 0.0 0.0 0.000
H -2.723700 -0.585696 -5.448452 0.0 0.0 0.0 0.000
H -1.141534 -0.719440 -6.265552 0.0 0.0 0.0 0.000
H -1.269432 2.297926 -3.972915 0.0 0.0 0.0 0.000
H 0.228710 1.825007 -4.807353 0.0 -0.1 0.0 0.000
H -0.921170 -2.490763 -2.655997 0.0 -0.1 0.0 0.005
H -1.704103 -2.294231 -4.194172 0.0 0.0 0.0 0.000
```
Positions in Å, forces in eV/Å.

Computed properties:
LUMO energy (alpha / beta) in eV: -4.142 / -6.332
Total charge: +2
Highest occupied orbital energy (alpha / beta) in eV: -11.90 / -12.65
2S+1: 4
HOMO-LUMO gap (alpha / beta) in eV: 7.761 / 6.321
E_tot in eV: -172114.3755


[2]
C52H48AsCaF3N3O3PS7 | ωB97M-V/def2-TZVPD

```
119
Properties=species:S:1:pos:R:3:forces:R:3:lowdin_charge:R:1
Ca -2.430386 -0.766901 -0.689754 -0.1 2.6 1.2 1.041
S -6.125586 5.567099 1.451346 -0.3 0.4 0.1 0.385
C -5.205586 4.270099 1.001746 0.3 -0.5 -0.2 -1.547
S -4.377386 4.132199 -0.515954 -0.1 -0.3 0.7 0.848
C -3.597586 2.561999 -0.244754 -0.6 0.3 0.7 -1.203
C -3.888386 1.980499 0.952146 -0.2 0.7 -0.4 -1.158
S -3.288086 0.516399 1.595846 -0.4 -0.4 0.3 0.477
S -4.977586 2.879499 2.006946 0.2 0.3 -0.6 0.844
S -2.557486 1.959799 -1.454254 0.5 -0.1 -0.8 0.426
N -6.220186 -3.064001 -0.836154 0.4 0.4 -0.5 0.175
C -6.183786 -3.239901 0.523046 0.6 0.3 0.4 -0.187
C -7.023486 -3.896201 1.403246 -0.2 -0.1 0.3 -0.038
C -6.671686 -3.867201 2.744846 -0.3 -0.1 -0.3 -0.108
C -5.521786 -3.212901 3.180746 0.3 0.1 0.1 -0.089
C -4.675986 -2.557001 2.305746 0.0 0.0 -0.1 -0.009
C -5.016086 -2.559901 0.955146 -1.0 -0.6 0.3 -0.213
N -4.403886 -1.988801 -0.115754 -0.3 -0.1 -1.4 0.074
C -5.123586 -2.294601 -1.177554 -0.4 -0.7 2.0 -0.239
C -4.812886 -1.891601 -2.504354 -0.7 -0.5 -2.6 -0.308
C -5.398386 -2.347101 -3.679254 0.7 0.6 0.5 -0.330
S -4.675886 -1.574801 -5.046554 0.1 0.1 1.2 1.015
C -3.655086 -0.688401 -3.937454 -0.4 -0.3 -0.9 -0.420
N -3.843686 -0.962101 -2.703754 0.2 0.2 0.4 -0.036
H -6.922786 -3.404701 -1.467354 0.0 0.1 0.0 0.153
H -7.914886 -4.407101 1.064746 0.0 0.0 0.0 0.099
H -7.299386 -4.372401 3.466446 0.0 0.0 0.0 0.092
H -5.282986 -3.225101 4.235546 0.0 0.0 0.0 0.098
H -3.788786 -2.043201 2.642146 0.0 0.0 0.0 0.058
H -6.156086 -3.092201 -3.812054 -0.2 -0.2 0.0 0.056
H -2.934886 0.015099 -4.308654 0.2 0.2 0.0 0.085
F 1.131014 -3.929301 -2.853154 0.1 0.2 0.2 0.140
C -0.152086 -3.833701 -2.451454 0.3 -0.4 -0.2 -0.517
F -0.360186 -4.917101 -1.668554 -0.1 -0.2 0.5 0.116
F -0.896986 -4.082101 -3.543254 -0.4 0.1 -0.2 0.121
C -0.521586 -2.509401 -1.718454 1.4 -0.6 -1.0 -0.560
O 0.356014 -2.488401 -0.554254 -0.2 -0.5 0.0 -0.179
O -1.793986 -2.535501 -1.429554 -0.6 -1.8 -0.3 -0.310
C -2.094386 0.018599 5.730046 -0.1 -0.2 -0.8 -0.213
S -1.759286 -0.405201 3.945046 0.1 1.0 1.4 0.821
O -0.653286 -1.374601 4.018246 0.8 -0.8 0.0 -0.543
C -0.970886 1.197099 3.623146 -0.1 -0.2 0.0 -0.419
C -1.716786 2.362499 3.613146 0.0 0.1 0.0 -0.141
C -1.092686 3.559799 3.310646 -0.1 0.0 0.1 -0.063
C 0.271614 3.587599 3.062346 0.1 0.1 -0.1 -0.076
C 1.009514 2.417399 3.087846 0.0 0.1 0.0 -0.082
C 0.381314 1.210499 3.346746 -0.1 -0.4 0.1 -0.075
H -1.151986 0.261899 6.206346 0.2 0.1 0.0 0.051
H -2.539486 -0.857401 6.189746 -0.1 -0.1 0.0 0.034
H -2.781086 0.853999 5.749746 -0.2 0.2 0.1 0.037
H -2.778286 2.332199 3.811446 -0.1 0.0 -0.1 0.067
H -1.673386 4.469899 3.258546 -0.1 0.1 0.0 0.107
H 0.765414 4.522099 2.837746 0.0 0.1 0.0 0.079
H 2.074514 2.455099 2.899146 0.0 0.0 -0.1 0.091
H 0.911114 0.267799 3.340146 0.1 0.0 0.0 0.097
C 1.536314 -4.850101 0.704146 0.0 0.3 0.1 -0.068
C 0.882414 -3.708601 1.478746 -0.2 0.0 -0.1 -0.380
C 0.235614 -4.211601 2.763946 0.1 0.3 -0.1 -0.076
C -0.193686 -3.015901 0.641146 0.0 -0.2 -0.1 -0.186
H 2.352714 -5.287601 1.279046 0.1 0.0 0.1 0.072
H 1.932414 -4.472601 -0.233854 0.1 -0.1 -0.1 0.059
H 0.807314 -5.628301 0.483546 -0.1 -0.1 0.0 0.074
H 1.647914 -2.966801 1.727646 0.0 0.0 0.0 0.127
H -0.568186 -4.910501 2.536046 -0.1 -0.2 0.0 0.077
H -0.174786 -3.373601 3.320746 -0.1 0.0 0.1 0.036
H 0.970014 -4.722901 3.382846 0.1 -0.1 0.1 0.071
H -0.639686 -2.196601 1.228246 0.0 0.0 0.1 0.112
H -0.985686 -3.726801 0.384546 0.0 0.0 0.2 0.127
C 2.008714 1.637099 -0.744354 -0.1 -0.3 0.2 -0.415
C 1.119614 2.511299 -1.601054 0.1 0.1 0.0 -0.454
As 1.896214 4.248499 -2.154054 0.0 -0.1 0.1 1.290
C 3.587114 3.678999 -2.988754 -0.1 0.1 0.0 -0.416
C 3.671014 2.532799 -3.771654 -0.3 0.0 0.2 -0.110
C 4.854514 2.188399 -4.402654 0.1 -0.1 -0.1 -0.086
C 5.972414 2.995699 -4.279554 0.1 0.0 -0.1 -0.113
C 5.893714 4.163499 -3.537454 0.1 0.1 0.0 -0.111
C 4.709414 4.502699 -2.909254 -0.2 0.2 0.2 -0.149
C 2.650414 4.799599 -0.422354 -0.1 0.0 -0.1 -0.410
C 3.799214 4.250399 0.133946 0.1 -0.2 -0.1 -0.128
C 4.251914 4.661399 1.374346 0.1 0.0 0.1 -0.093
C 3.568714 5.638899 2.078046 0.0 0.1 0.1 -0.113
C 2.428314 6.203699 1.532446 0.0 0.1 0.1 -0.125
C 1.975014 5.782199 0.294846 -0.2 0.0 -0.3 -0.135
P 1.201114 -0.057901 -0.478054 0.6 0.7 -0.8 1.107
C 1.209814 -0.664801 -2.178254 -0.1 0.5 0.5 -0.379
C -0.094786 -1.254401 -2.617954 0.1 -0.6 0.7 -0.246
C -0.103486 -1.564801 -4.075654 -0.3 0.5 -0.5 -0.114
C 1.016214 -1.524301 -4.835154 -0.2 0.2 0.1 -0.162
C 2.246314 -1.062601 -4.327754 0.9 0.0 -0.3 -0.183
C 2.299314 -0.618301 -3.011154 -0.3 -0.1 -0.1 -0.187
C 2.723514 -0.816201 0.237946 -0.3 -0.1 0.1 -0.340
C 3.297214 -1.954901 -0.318554 0.0 0.0 0.0 -0.098
C 4.401514 -2.546401 0.265946 0.1 -0.1 0.1 -0.096
C 4.936614 -2.033601 1.436346 0.1 0.0 0.1 -0.119
C 4.363414 -0.909801 2.009846 0.2 0.1 0.2 -0.108
C 3.278314 -0.298501 1.407446 -0.1 0.0 -0.1 -0.106
H 2.156614 2.094599 0.238146 0.1 0.0 0.0 0.044
H 2.989814 1.488499 -1.212054 -0.1 0.0 0.1 0.063
H 0.182214 2.733099 -1.077554 0.1 0.1 -0.2 0.016
H 0.839414 1.983999 -2.521654 0.0 0.1 0.1 0.055
H 2.805214 1.891999 -3.883154 0.0 -0.1 0.0 0.089
H 4.904114 1.282499 -4.991354 -0.1 -0.1 0.0 0.099
H 6.900914 2.722899 -4.764254 0.0 0.0 0.0 0.090
H 6.759514 4.808999 -3.448554 0.0 0.0 0.0 0.091
H 4.651514 5.421499 -2.332354 0.1 -0.1 0.0 0.095
H 4.349914 3.493299 -0.411254 0.0 0.0 0.0 0.101
H 5.145414 4.219199 1.794846 0.0 -0.1 0.0 0.098
H 3.923014 5.956999 3.049046 0.0 0.0 0.1 0.094
H 1.897714 6.976599 2.072846 -0.1 0.0 0.0 0.098
H 1.075414 6.212599 -0.130754 0.0 0.1 0.0 0.090
H -0.923286 -0.552201 -2.374454 0.0 0.2 -0.3 0.060
H -1.053286 -1.865001 -4.497654 0.0 -0.1 -0.2 0.078
H 0.973514 -1.824601 -5.876054 -0.1 0.0 -0.1 0.086
H 3.121514 -1.013601 -4.961154 0.1 0.0 -0.1 0.050
H 3.237714 -0.226401 -2.632254 0.1 0.0 0.1 0.094
H 2.861814 -2.374901 -1.212954 0.0 0.0 -0.1 0.097
H 4.840614 -3.424601 -0.187654 0.0 -0.1 0.0 0.098
H 5.794214 -2.505101 1.899946 0.0 0.0 0.0 0.086
H 4.761714 -0.512301 2.936146 0.0 0.0 0.0 0.091
H 2.850714 0.584799 1.862346 -0.1 0.0 0.0 0.069
```
Positions in Å, forces in eV/Å.

Computed properties:
LUMO energy in eV: 3.240
Total charge: -2
Highest occupied orbital energy in eV: -0.44
2S+1: 1
Energy relative to the best compared isomer or geometry (same formula, charge and spin) in kJ/mol: 397.3
HOMO-LUMO gap in eV: 3.681
E_tot in eV: -237885.2978